This record from the OMol25 dataset describes one molecule with the formula C3H3NO2 in a non-equilibrium geometry. The level of theory is ωB97M-V/def2-TZVPD.

```
9
Properties=species:S:1:pos:R:3:forces:R:3:mulliken_charge:R:1
C 0.8350 -1.4882 -1.9552 -1.48 0.97 0.92 -0.025
C -0.3043 -0.5964 -1.4099 2.42 -1.53 1.93 1.030
C -0.2339 0.0547 -0.0479 1.23 2.08 -2.66 -1.015
N 1.5447 -2.2087 -2.4903 0.39 -0.11 0.02 -0.346
O -1.5332 -1.0862 -1.6794 -1.69 -1.54 -0.39 -0.274
O -0.9323 0.0193 -2.3840 -1.06 2.26 -2.53 -0.290
H 0.7321 0.5961 -0.1250 -0.19 -0.46 1.03 0.299
H -0.2776 -0.7607 0.6296 -0.07 -0.08 1.25 0.331
H -0.9927 0.8971 -0.0521 0.45 -1.58 0.44 0.290
```
Positions in Å, forces in eV/Å.

The value obtained for the gap between HOMO and LUMO is 12.2 eV. The HOMO energy comes out at -11.391 eV. Its SMILES is CC1(C#N)OO1. The multiplicity is 1. Its energy above the lowest of the compared OMol25 structures with the same formula, charge and spin is 494.8 kJ/mol.